{"formula": "C37H36Cl2F3N6O6PPbS", "method": "ωB97M-V with the def2-TZVPD basis set", "symbols": ["C", "H", "H", "C", "H", "C", "O", "C", "C", "H", "F", "C", "O", "N", "N", "H", "S", "C", "N", "H", "O", "H", "C", "C", "O", "H", "H", "H", "C", "C", "C", "C", "C", "O", "H", "H", "H", "C", "H", "C", "H", "H", "C", "C", "H", "C", "H", "Pb", "H", "C", "H", "H", "H", "H", "C", "C", "Cl", "C", "N", "H", "H", "H", "C", "N", "C", "C", "C", "O", "Cl", "C", "H", "N", "H", "H", "P", "H", "C", "C", "F", "H", "H", "C", "C", "C", "F", "H", "C", "H", "C", "C", "H", "C", "H"], "coordinates": [[-1.5066, 3.9017, 3.1046], [-0.0663, 0.1480, -4.1840], [-4.2901, -5.3544, 4.4932], [-2.8483, 0.2690, -4.0512], [2.0284, -2.2640, -2.1560], [0.5105, 1.9455, -5.1910], [1.5582, -1.2724, 3.5191], [-0.5303, 6.0939, 3.1118], [-3.4583, -1.9969, -3.5969], [1.8575, -1.3312, -3.6790], [-0.4702, 0.7659, 4.4394], [3.1356, 1.3025, -0.0385], [1.0528, 0.3670, 1.7889], [1.2711, -2.2030, 0.6633], [-1.2010, 2.5553, -0.1596], [0.7555, 6.5528, 1.4667], [1.7236, 0.1192, 3.0372], [-0.0001, -2.1653, -2.8202], [1.3145, -3.7908, 3.2096], [-5.5351, -5.2133, 2.3511], [-0.4369, -2.3328, -3.9471], [2.0653, -5.2930, 1.9143], [2.1551, 2.4046, -3.0126], [-1.3411, 5.1380, 3.7011], [-1.5181, 1.3083, 1.7257], [1.6763, -4.0662, -0.1472], [2.7611, 4.1789, -4.0350], [3.9657, -1.4151, -1.8708], [-3.3210, -0.9529, -4.4972], [-3.0858, -2.9056, 1.6423], [-1.1945, 2.3665, 1.1755], [4.0586, -0.6066, -1.1600], [-2.1876, 2.9613, -2.8146], [-0.5243, -2.4621, -1.7215], [0.3031, -3.9636, 3.1451], [-3.1020, -2.5558, -1.5264], [0.2076, -3.9632, 0.8136], [-4.2448, -3.7601, 1.5213], [3.0276, -3.8001, 2.0006], [2.0135, -4.2027, 1.9736], [1.4218, -2.7017, 3.3472], [2.0905, -1.8308, 0.1997], [1.2523, -3.6413, 0.7626], [-3.9782, -4.6660, 3.7261], [-3.8417, -2.9562, -3.8948], [-3.0518, -1.7931, -2.2896], [1.1871, -1.7289, 1.5512], [-1.0236, -0.7373, 0.0686], [-2.1347, 3.1485, 3.5567], [5.2573, -0.4146, -0.4926], [1.6960, -4.2346, 4.0443], [4.4394, 2.3076, 1.3251], [-2.3009, 3.7436, -2.0662], [-0.4057, 7.0594, 3.5819], [1.3727, 1.2557, -3.0486], [5.3932, 0.6317, 0.4039], [-1.1628, -1.8447, 3.2503], [1.4373, -1.5179, -2.6882], [-2.5591, -0.6437, -1.8756], [-2.3904, -3.8140, 4.8857], [6.0908, -1.0800, -0.6810], [1.3040, 3.7719, -5.9858], [-2.9001, -3.8152, 3.9360], [-1.5632, 1.5744, -0.9181], [0.8254, 1.0478, 4.3690], [4.3331, 1.4965, 0.6238], [-4.6636, -4.6015, 2.5195], [3.0763, 0.5695, 3.1469], [-5.1279, -3.6718, 0.0492], [-2.0234, 1.6450, -2.1136], [-3.5739, -1.0865, -5.5383], [-2.6866, -2.1959, 0.6541], [-3.0576, 2.9508, -3.4636], [2.8057, 2.5869, -2.1715], [1.3227, 0.0213, -1.6878], [-2.7466, 1.0978, -4.7336], [-0.0571, 4.5809, 1.3102], [0.1209, 5.8069, 1.9225], [0.9690, 2.3631, 4.2407], [6.3267, 0.7670, 0.9302], [-1.8600, 5.3595, 4.6212], [2.9825, 0.2452, -0.9315], [-0.8857, 3.6244, 1.8920], [1.3125, 3.0759, -5.1599], [1.3832, 0.6859, 5.5288], [2.3012, 1.9605, 0.1432], [-2.4752, 0.3956, -2.7127], [-1.3050, 3.1871, -3.4125], [-2.4810, -2.9543, 2.9509], [0.5421, 1.0395, -4.1465], [-0.1430, 1.7662, -6.0329], [2.1322, 3.3010, -4.0668], [0.4400, 4.3537, 0.3796]], "forces_ev_per_angstrom": [[0.0, -0.2, -0.2], [-0.1, -0.1, -0.1], [-0.1, 0.0, 0.1], [0.1, 0.1, 0.3], [0.1, 0.0, 0.0], [0.0, 0.0, -0.1], [0.0, 0.4, 0.2], [0.0, 0.0, 0.1], [0.0, 0.3, -0.1], [0.1, 0.0, 0.2], [0.0, -0.1, -0.2], [0.1, 0.0, -0.1], [-0.2, 0.0, 0.0], [0.0, 0.1, 0.1], [0.7, 2.0, -0.5], [0.1, 0.0, 0.0], [0.6, 0.2, 0.6], [1.5, 0.6, -0.5], [0.0, 0.6, 0.4], [-0.1, -0.1, 0.0], [-0.3, -0.1, -0.5], [-0.1, 0.1, 0.1], [0.0, -0.1, 0.1], [0.0, 0.0, 0.1], [-0.3, -0.5, 0.5], [-0.1, -0.1, 0.0], [0.1, 0.1, 0.0], [0.0, -0.1, -0.1], [-0.1, -0.2, 0.2], [0.2, 0.0, 0.5], [-0.4, -0.3, -1.0], [-0.1, -0.1, -0.1], [0.0, -0.1, 0.2], [-0.5, -0.3, 1.3], [0.3, -0.1, 0.1], [0.0, -0.1, -0.2], [-0.1, -0.2, -0.1], [-0.3, -0.1, -0.1], [-0.1, 0.0, 0.1], [0.0, -0.2, -0.8], [-0.1, -0.6, -0.1], [0.1, -0.1, 0.1], [0.2, 0.0, 0.1], [0.0, 0.1, -0.2], [0.0, -0.2, -0.1], [-0.3, -0.4, -0.2], [0.1, -0.2, -0.1], [-0.3, 0.5, -0.4], [-0.1, -0.1, 0.0], [0.1, -0.1, 0.0], [-0.1, 0.0, -0.1], [0.0, 0.1, 0.1], [0.0, 0.0, 0.0], [0.0, 0.1, 0.0], [-0.2, 0.0, 0.2], [0.0, 0.0, 0.0], [-0.8, -0.6, 0.1], [-0.7, -0.2, 0.0], [-0.2, 0.2, -0.1], [0.1, 0.0, 0.2], [0.0, 0.0, 0.0], [0.0, 0.1, -0.1], [0.5, 0.3, 0.2], [-0.5, -1.9, 0.4], [0.2, 0.1, 0.2], [0.1, 0.1, -0.1], [-0.2, -0.2, -0.2], [0.0, 0.2, 0.1], [-0.1, -0.1, 0.0], [0.3, 1.1, 0.4], [-0.1, 0.0, -0.1], [-0.2, 0.2, -0.7], [-0.1, 0.0, -0.1], [0.1, 0.1, 0.1], [0.8, 0.1, -0.6], [0.0, 0.1, 0.0], [0.0, -0.1, 0.1], [0.1, 0.1, 0.0], [0.1, -0.1, -0.3], [0.1, 0.0, 0.1], [0.0, 0.0, 0.1], [-0.3, -0.1, 0.0], [0.1, 0.2, 0.3], [0.0, 0.0, 0.0], [0.1, 0.0, 0.2], [-0.2, 0.1, 0.1], [-0.2, -0.6, -0.3], [0.1, 0.0, -0.1], [0.3, 0.2, 0.3], [0.0, 0.0, 0.1], [0.0, 0.0, -0.1], [0.0, 0.1, 0.0], [0.0, 0.0, -0.1]], "mulliken_charge": [-0.0895, 0.4989, 0.4089, -0.7899, 0.4477, -0.8597, -0.9231, -0.4226, -0.8511, 0.6699, -0.2010, -0.8663, -0.7514, 0.4964, -1.2358, 0.4084, 1.4124, -0.1152, -0.0374, 0.4302, -0.7000, 0.4631, -0.8445, -0.7685, -0.8577, 0.5192, 0.4393, 0.4268, -0.7193, -0.3125, -0.1958, -0.2762, -1.7970, -0.5610, 0.2111, 0.3501, 0.2204, 0.4009, 0.3704, -0.8583, 0.1526, -0.1061, -0.7456, -0.5166, 0.4953, -0.0278, -0.2430, 1.6988, 0.4214, -0.7767, 0.4134, 0.4069, 0.4554, 0.3874, 0.8393, -0.7359, 0.1818, -0.6792, 0.1247, 0.4991, 0.4303, 0.3675, -0.5504, 1.1675, 0.4755, -0.9418, -0.5928, -0.7120, -0.1560, 0.6410, 0.4082, -0.2958, 0.4657, 0.3648, 1.7823, 0.3893, -0.2571, -0.8711, -0.2026, 0.3917, 0.4082, 0.4373, 0.9034, -0.6597, -0.2531, 0.7246, 0.6295, 0.1632, 0.3329, -0.6412, 0.4577, -0.7108, 0.5182], "e_lumo_ev": [-1.77, -2.21], "homo_lumo_gap_ha": [0.2032, 0.1843], "e_tot_ev": -118746.01498, "total_charge": 0, "relative_energy_kj_mol": 77.7, "largest_force_ev_per_a": 2.151}